C27H44O7 in the gas phase, computed with ωB97M-V with the def2-TZVPD basis set.

Summary:
* gap between HOMO and LUMO: 9.776 eV
* structure (SMILES): CC(C)(O)CC[C@@H](O)[C@](C)(O)[C@H]1CC[C@@]2(O)C3=CC(=O)[C@@H]4C[C@@H](O)[C@@H](O)C[C@]4(C)[C@H]3CC[C@]12C
* energy relative to the best compared isomer or geometry (same formula, charge and spin): 0.0 kJ/mol

Geometry as XYZ:
```
78
Properties=species:S:1:pos:R:3:lowdin_charge:R:1
C -4.616 -4.972 -1.605 -0.02
H -3.702 -4.977 -1.018 0.08
H -5.446 -5.243 -0.952 0.09
H -4.539 -5.719 -2.389 0.10
C -4.855 -3.589 -2.215 -0.60
C -6.255 -3.538 -2.842 -0.03
H -6.361 -4.307 -3.602 0.09
H -6.424 -2.565 -3.298 0.09
H -7.017 -3.698 -2.081 0.08
C -3.816 -3.222 -3.291 -0.12
H -3.889 -2.143 -3.448 0.13
H -4.125 -3.713 -4.215 0.12
C -2.346 -3.588 -3.053 -0.12
H -1.838 -3.460 -4.008 0.11
H -2.248 -4.634 -2.765 0.12
C -1.619 -2.719 -2.014 -0.31
H -1.749 -1.664 -2.298 0.14
O -2.118 -2.942 -0.714 -0.02
H -3.065 -2.714 -0.733 0.06
C -0.098 -3.037 -1.952 -0.46
C 0.552 -2.886 -3.327 -0.01
H 1.630 -2.802 -3.243 0.07
H 0.345 -3.784 -3.902 0.09
H 0.165 -2.021 -3.854 0.09
O 0.037 -4.408 -1.605 0.00
H -0.506 -4.541 -0.817 0.10
C 0.559 -2.229 -0.798 -0.17
H -0.039 -2.484 0.082 0.14
C 0.638 -0.684 -0.789 -0.35
C -0.630 0.048 -0.348 -0.11
H -1.422 -0.060 -1.088 0.11
C -0.349 1.539 -0.160 -0.11
H -0.116 1.974 -1.130 0.10
H -1.256 2.017 0.211 0.12
C 0.794 1.821 0.834 -0.18
C 2.005 0.975 0.552 -0.08
C 3.262 1.425 0.643 0.07
C 3.593 2.775 1.078 -0.37
O 4.707 3.248 1.002 0.10
C 2.443 3.522 1.731 -0.19
C 2.332 3.069 3.193 -0.06
H 2.140 1.997 3.243 0.13
C 1.213 3.813 3.925 -0.32
O 1.513 5.175 4.147 -0.01
H 1.844 5.554 3.325 0.09
C -0.128 3.691 3.170 -0.33
O -1.099 4.488 3.804 -0.02
H -0.643 5.275 4.138 0.09
C 0.028 4.096 1.696 -0.07
H -0.934 3.960 1.202 0.12
H 0.254 5.166 1.655 0.13
C 1.132 3.328 0.950 -0.40
C 1.319 3.965 -0.434 -0.01
H 1.989 3.367 -1.048 0.09
H 1.758 4.956 -0.334 0.09
H 0.369 4.077 -0.949 0.09
H -0.494 2.662 3.243 0.15
H 1.086 3.395 4.930 0.16
H 3.278 3.267 3.703 0.14
H 2.711 4.587 1.718 0.15
H 4.106 0.788 0.420 0.12
C 1.672 -0.485 0.350 -0.41
C 2.786 -1.456 -0.034 -0.09
H 3.401 -1.033 -0.826 0.12
H 3.435 -1.688 0.812 0.12
C 2.013 -2.691 -0.526 -0.10
H 2.472 -3.113 -1.417 0.11
H 2.015 -3.474 0.231 0.12
O 1.076 -0.913 1.578 0.03
H 1.783 -1.165 2.181 0.12
H 0.430 1.469 1.806 0.15
H -0.977 -0.390 0.586 0.13
C 1.180 -0.088 -2.089 0.01
H 0.373 0.045 -2.805 0.10
H 1.641 0.880 -1.905 0.09
H 1.931 -0.728 -2.536 0.08
O -4.775 -2.585 -1.199 -0.03
H -5.417 -2.789 -0.510 0.11
```


A molecular structure, C24H35BCdN5O8, computed with ωB97M-V with the def2-TZVPD basis set.

Summary:
* gap between HOMO and LUMO: 1.585 eV
* charge: +1
* energy relative to the best compared isomer or geometry (same formula, charge and spin): 1092.6 kJ/mol

Geometry as XYZ:
```
74
Properties=species:S:1:pos:R:3:lowdin_charge:R:1
Cd -0.791 0.256 -0.201 1.42
O 5.376 -6.970 -5.557 0.18
C 4.756 -6.416 -4.646 -0.33
O 4.720 -5.132 -4.314 0.23
B 4.129 -4.863 -2.987 -0.80
O 3.849 -6.291 -2.535 0.21
C 4.024 -7.174 -3.527 -0.30
O 3.891 -8.426 -3.532 0.15
O 2.873 -4.017 -3.008 0.22
C 2.912 -3.162 -1.993 -0.35
O 1.943 -2.461 -1.700 0.10
C 4.343 -3.207 -1.370 -0.19
O 5.056 -4.141 -2.132 0.23
O 4.711 -2.480 -0.349 0.08
C -4.852 1.421 -6.527 -0.12
C -4.458 2.693 -5.902 -0.27
C -2.920 2.802 -5.621 -0.17
C -2.464 2.014 -4.458 -0.22
N -2.205 1.369 -3.552 0.10
H -4.184 1.153 -7.346 0.08
H -5.913 1.402 -6.778 0.09
H -4.612 0.608 -5.841 0.08
H -4.936 2.796 -4.928 0.11
H -4.747 3.508 -6.566 0.11
H -2.750 3.868 -5.470 0.11
H -2.284 2.601 -6.483 0.12
C -6.857 4.153 -0.151 -0.08
C -6.150 4.685 1.148 -0.24
C -5.290 3.845 2.081 -0.18
C -4.370 2.840 1.508 -0.23
N -3.573 2.167 1.102 0.10
H -7.678 4.820 -0.413 0.07
H -7.248 3.179 0.144 0.07
H -6.114 4.028 -0.939 0.06
H -6.997 5.010 1.753 0.11
H -5.528 5.539 0.880 0.11
H -5.800 3.396 2.933 0.12
H -4.644 4.533 2.625 0.12
C 3.101 -0.751 7.667 -0.11
C 2.771 -0.312 6.260 -0.27
C 2.538 -1.439 5.202 -0.17
C 1.768 -0.963 4.068 -0.22
N 1.056 -0.623 3.195 0.10
H 3.328 0.153 8.231 0.08
H 4.032 -1.318 7.684 0.08
H 2.280 -1.330 8.091 0.08
H 3.506 0.424 5.934 0.11
H 1.845 0.262 6.266 0.10
H 1.993 -2.204 5.754 0.12
H 3.464 -1.919 4.885 0.12
C 3.817 6.398 0.788 -0.12
C 4.510 5.876 -0.452 -0.25
C 3.373 5.162 -1.246 -0.17
C 2.651 3.979 -0.615 -0.21
N 2.023 3.201 -0.079 0.10
H 2.951 7.032 0.600 0.08
H 4.634 7.009 1.172 0.07
H 3.561 5.623 1.510 0.08
H 5.304 5.145 -0.296 0.11
H 5.096 6.686 -0.886 0.11
H 3.718 4.911 -2.250 0.11
H 2.565 5.888 -1.326 0.11
C 0.405 -5.652 2.639 -0.09
C -0.744 -6.268 1.815 -0.27
C -2.099 -5.629 1.916 -0.19
C -2.027 -4.239 1.428 -0.22
N -2.018 -3.191 0.905 0.10
H 0.264 -5.781 3.712 0.07
H 0.446 -4.609 2.326 0.06
H 1.320 -6.223 2.479 0.08
H -0.910 -7.268 2.215 0.11
H -0.462 -6.257 0.762 0.12
H -2.398 -5.612 2.964 0.13
H -2.883 -6.108 1.330 0.13
```